No. 1
A molecular structure, C20H23N9O5PtS, computed with ωB97M-V with the def2-TZVPD basis set.

multiplicity	1
HOMO-LUMO gap	8.6	eV
total charge	+2

```
59
Properties=species:S:1:pos:R:3:forces:R:3
Pt -0.147115 1.116641 0.490585 -0.01 0.52 -0.37
O -0.875678 6.641367 -1.740628 0.01 0.00 -0.02
C -0.634514 5.436858 -1.254920 0.08 0.08 -0.10
C 0.452172 4.640913 -1.672235 -0.05 -0.05 0.13
C 0.568005 3.387279 -1.128958 -0.15 0.36 -0.07
N -0.370254 2.932247 -0.296536 -0.56 -0.03 -0.05
C -1.240493 3.753461 0.313351 0.20 -0.05 0.03
C -1.433624 5.017743 -0.174440 0.04 -0.09 0.09
C -1.605940 3.247060 1.712071 -0.09 -0.12 -0.23
O -2.400221 3.782845 2.417456 -0.28 0.29 0.03
O -0.869928 2.207168 2.080528 0.77 -0.08 0.10
C 1.819965 2.560315 -1.033957 0.11 -0.24 -0.63
O 2.790483 2.647095 -1.720195 -0.10 0.26 -0.06
O 1.740389 1.742508 0.011445 -0.03 -0.81 1.16
H -0.254773 6.898290 -2.437526 -0.03 -0.01 0.03
H 1.228857 5.018525 -2.324254 0.01 0.01 -0.02
H -2.110985 5.702220 0.316693 -0.02 0.03 0.00
N 2.532945 -0.166237 2.041103 0.19 -0.01 -0.02
C 1.412884 -0.808795 2.356992 -0.13 -0.23 0.12
N 1.470739 -1.774154 3.260619 0.09 0.09 -0.05
C 0.324825 -2.356796 3.611872 -0.04 0.04 -0.04
N 0.349146 -3.329577 4.505364 0.01 0.02 -0.06
N -0.901067 -2.000251 3.117365 0.03 0.00 0.00
C -0.869665 -1.078724 2.213655 -0.27 0.05 -0.10
N 0.249060 -0.476840 1.728550 -0.59 -0.05 -0.11
C -2.156066 -0.597409 1.626735 0.29 -0.18 0.06
C -3.387175 -1.128170 1.953105 0.14 0.01 0.03
C -4.517827 -0.616053 1.332742 0.04 0.11 -0.11
C -4.377489 0.395840 0.392445 -0.02 -0.09 0.10
C -3.114330 0.883245 0.113595 -0.07 0.11 -0.10
N -2.040698 0.394868 0.729551 0.31 -0.14 0.07
H 3.349103 -0.403610 2.583511 0.02 0.07 0.00
H 2.537129 0.670304 1.474038 0.01 0.12 0.12
H 1.223750 -3.608537 4.919144 -0.01 0.01 0.01
H -0.509944 -3.761001 4.803216 0.00 0.01 0.00
H -3.434928 -1.921132 2.684990 0.00 -0.01 0.01
H -5.496180 -1.004059 1.577956 -0.03 -0.01 0.00
H -5.232328 0.814923 -0.117231 -0.01 0.01 -0.01
H -2.950502 1.677039 -0.604595 -0.02 -0.02 0.02
C -0.747867 -3.434849 -3.308631 -0.02 0.00 -0.01
C 0.053871 -2.206332 -3.695009 -0.09 0.03 -0.06
N 1.155231 -1.963849 -2.758573 0.25 0.03 0.21
C 1.202167 -1.081669 -1.774732 -0.09 0.00 -0.04
S -0.146041 0.026247 -1.608560 0.10 -0.07 0.15
N 2.235606 -1.016080 -0.956979 -0.12 0.32 0.11
C 3.410953 -1.886429 -1.011340 0.08 0.00 0.00
C 3.162893 -3.238418 -0.362299 0.02 -0.02 0.00
H -1.515853 -3.624688 -4.056092 -0.02 0.00 -0.01
H -1.233342 -3.296292 -2.342286 0.00 0.00 0.01
H -0.112745 -4.318976 -3.254043 0.01 -0.01 -0.01
H -0.570236 -1.315829 -3.727325 0.00 -0.01 -0.03
H 0.501669 -2.314210 -4.682949 -0.03 -0.01 0.02
H 1.951071 -2.580827 -2.850852 -0.02 0.05 -0.01
H 2.265414 -0.203045 -0.346731 0.07 -0.24 -0.35
H 4.205941 -1.349188 -0.496804 -0.01 -0.03 -0.01
H 3.741191 -1.982785 -2.049561 0.00 0.00 0.02
H 2.894779 -3.115283 0.686692 0.00 0.00 0.03
H 4.066318 -3.843267 -0.413576 0.01 -0.02 0.00
H 2.361253 -3.791642 -0.853553 -0.01 0.00 -0.01
```
Positions in Å, forces in eV/Å.

Results of the Löwdin charge analysis, in e, for atoms 1 through 2: Pt 1.42; O 0.16

No. 2
A molecular structure, C20H23NO4PtS2, computed with ωB97M-V with the def2-TZVPD basis set.

multiplicity	1
HOMO-LUMO gap (spin up / spin down)	5.4 / 5.4	eV
total charge	-2

```
51
Properties=species:S:1:pos:R:3:forces:R:3
Pt -2.062480 0.318835 -1.214658 0.04 0.25 -0.07
O 0.491925 -0.118533 0.576569 -0.05 0.04 0.05
C 1.282260 -1.010496 -0.165420 0.03 -0.02 -0.06
C 0.792710 -1.268253 -1.644113 -0.08 -0.06 0.07
O 1.538518 -1.992259 -2.313105 0.08 0.03 -0.05
O -0.278118 -0.738515 -2.035905 -0.08 0.00 -0.03
C 2.664238 -0.356550 -0.232292 0.00 0.00 0.04
C 3.614942 -0.565636 0.758486 0.01 -0.01 -0.01
C 4.823223 0.121517 0.746344 0.02 0.01 0.00
C 5.091968 1.037076 -0.258708 0.01 0.01 0.00
C 4.138366 1.264820 -1.244680 0.00 0.00 0.00
C 2.936756 0.576724 -1.229966 0.00 0.00 0.00
C 1.317657 -2.372111 0.525595 0.02 -0.01 -0.02
C 0.379614 -2.673615 1.503781 0.01 0.01 0.02
C 0.376931 -3.917578 2.125216 -0.01 0.00 0.01
C 1.316890 -4.874666 1.778868 0.01 -0.02 0.00
C 2.256559 -4.581088 0.795777 -0.02 -0.02 0.03
C 2.254249 -3.344484 0.172341 -0.01 -0.02 -0.01
H -0.369785 0.035930 0.108641 0.03 0.04 -0.06
H 3.408219 -1.275774 1.549580 0.01 0.01 0.01
H 5.553246 -0.057590 1.528132 0.00 0.00 0.00
H 6.032982 1.575454 -0.271908 0.00 0.00 0.00
H 4.330799 1.986869 -2.029756 0.00 0.00 0.00
H 2.191755 0.771202 -1.992242 -0.02 0.00 -0.01
H -0.348439 -1.918567 1.766710 -0.01 0.00 0.00
H -0.368628 -4.136501 2.881109 0.00 0.00 0.00
H 1.316164 -5.844737 2.263467 0.00 0.00 0.00
H 2.990164 -5.326458 0.508778 0.00 0.00 -0.01
H 2.962891 -3.123462 -0.613570 0.00 0.01 0.00
C 0.513015 4.205445 -3.461546 0.04 0.00 -0.02
O -0.689843 4.537099 -2.790934 -0.03 0.01 -0.01
C -1.440214 3.550989 -2.209419 -0.08 0.05 0.06
S -2.798333 4.098287 -1.415294 0.05 -0.01 0.00
S -0.861618 1.964976 -2.414949 0.04 -0.11 0.07
H 0.914318 5.156830 -3.812905 0.00 0.00 -0.01
H 0.329712 3.536259 -4.304514 0.02 0.01 0.00
H 1.224011 3.721857 -2.788542 -0.01 0.00 -0.01
C -2.828906 1.295791 1.753959 -0.03 -0.04 0.01
C -3.996602 0.692388 0.958646 0.00 0.20 0.00
C -4.491208 -0.575980 1.664537 0.01 0.00 -0.06
C -5.139105 1.723727 0.908257 0.03 -0.02 -0.02
N -3.686482 0.308020 -0.400747 -0.03 -0.34 0.04
H -3.154081 1.622283 2.750976 0.00 0.01 0.02
H -2.426193 2.150205 1.208922 0.00 0.02 0.01
H -2.028834 0.561401 1.865696 0.00 0.00 -0.01
H -4.841167 -0.343787 2.676184 0.01 0.01 0.01
H -3.679289 -1.303421 1.722185 0.00 -0.01 0.01
H -5.310121 -1.023471 1.097133 -0.01 0.01 0.00
H -5.447243 2.035930 1.913332 0.00 0.00 0.01
H -5.996000 1.294714 0.384701 -0.01 0.00 0.00
H -4.801393 2.598902 0.351249 0.00 0.01 0.00
```
Positions in Å, forces in eV/Å.

Results of the Löwdin charge analysis, in e, for atoms 1 through 2: Pt 0.72; O -0.05

No. 3
A single C20H24BBr2N3O4P2S2 molecule, computed with ωB97M-V with the def2-TZVPD basis set.

multiplicity	1
SMILES string	CB(O)c1c([C@H](Br)[C@H](C)Br)cc(CC(N)(N)N)c2c1C(=O)c1cc([PH2]=O)c([PH2]=S)c(S)c1C2=O
HOMO-LUMO gap	6.9	eV

```
58
Properties=species:S:1:pos:R:3:forces:R:3
C 0.685942 -2.930732 3.133428 0.13 0.49 0.02
B 1.560866 -1.570782 3.035741 0.48 0.95 0.70
O 2.459887 -1.086272 4.060529 -1.32 -0.34 -2.52
C 1.478439 -0.653074 1.676315 -0.02 1.66 -2.17
C 2.802497 -0.315493 0.952018 -2.80 1.96 -2.17
C 4.262412 -0.738872 1.416734 0.07 -0.49 -1.32
Br 5.237797 0.874003 2.150262 -1.07 -0.58 -0.04
C 5.189685 -1.266408 0.178776 -1.14 -1.20 0.75
C 4.660725 -2.718457 -0.298097 0.19 -0.25 -0.25
Br 7.003126 -1.614923 0.990861 -0.73 0.18 -0.85
C 2.722212 0.561238 -0.353805 -2.84 -0.89 1.59
C 1.372651 1.068656 -0.943262 0.63 -1.56 2.23
C 1.476587 1.960564 -2.274205 1.12 -0.06 0.86
C 1.797595 3.497810 -1.869879 -0.01 1.65 0.39
N 3.049387 3.610765 -1.021613 -1.63 -0.11 0.47
N 2.053935 4.363664 -3.079953 0.65 0.05 0.71
N 0.704326 4.140971 -1.086956 0.02 -0.68 -0.31
C 0.061896 0.699410 -0.214473 1.80 -1.01 1.20
C 0.101818 -0.144731 1.115301 2.42 0.88 -2.24
C -1.295624 -0.418671 1.800219 -1.11 -0.02 1.34
O -1.521684 -0.508327 3.029602 1.39 0.11 -3.73
C -2.586043 -0.549073 0.837334 -1.53 -0.30 -1.15
C -3.724143 -1.462000 1.335432 -0.39 1.87 -3.00
C -5.022794 -1.595406 0.473477 3.25 3.01 -0.81
P -6.378130 -2.710257 1.155330 1.40 -4.40 0.25
O -6.101287 -4.228184 0.941804 -0.63 3.80 0.10
C -5.073926 -0.778139 -0.845817 1.74 0.61 1.88
P -6.679610 -0.885024 -1.885208 0.62 -0.26 -0.77
S -6.562093 -2.275851 -3.253290 -0.04 0.28 0.48
C -3.904278 0.143036 -1.355057 0.66 -2.34 2.69
S -4.076718 1.055120 -2.946282 0.00 -0.23 0.56
C -2.631692 0.258528 -0.485319 -2.15 -2.14 1.37
C -1.362173 1.174479 -0.807813 -0.03 1.42 -1.02
O -1.485618 2.208490 -1.497825 0.43 -3.53 2.17
H 0.372101 -3.236732 2.071711 0.58 0.14 1.63
H -0.282835 -2.707230 3.704106 1.44 -0.43 -0.60
H 1.312078 -3.716090 3.672801 -1.12 0.76 -0.76
H 2.880690 -0.252962 3.727818 -0.48 -0.89 0.60
H 4.302415 -1.565478 2.198471 -0.26 1.35 -0.85
H 5.268917 -0.513801 -0.669005 0.10 -1.05 1.30
H 3.515983 -2.752796 -0.384301 1.65 0.24 0.07
H 5.117519 -3.019916 -1.313721 -0.73 0.70 1.56
H 4.992795 -3.547349 0.432561 -0.58 1.53 -0.96
H 3.691007 0.859629 -0.894469 -1.78 -0.44 0.92
H 2.423396 1.605624 -2.834622 -1.58 0.51 0.82
H 0.582143 1.856368 -2.968677 1.11 0.36 1.16
H 3.157376 4.639235 -0.892361 0.09 -0.96 -0.19
H 2.740662 3.288774 -0.078364 0.63 0.03 -0.73
H 1.632716 5.292035 -2.882656 0.24 -0.98 -0.20
H 3.074967 4.564684 -3.069656 -0.88 -0.44 -0.41
H 1.054371 4.793554 -0.376553 -0.21 -0.31 -0.79
H -0.018889 4.557678 -1.686076 0.40 -0.37 0.56
H -3.616632 -2.005160 2.341071 -0.14 0.96 -1.79
H -6.373026 -2.527732 2.595596 -0.04 0.71 -1.00
H -7.694681 -2.338078 0.717685 0.85 0.35 0.15
H -7.789037 -1.088166 -0.970632 0.98 0.47 -0.33
H -6.958001 0.397144 -2.506133 0.36 -0.61 1.03
H -3.662003 0.250708 -3.998904 -0.22 -0.13 1.36
```
Positions in Å, forces in eV/Å.

Results of the Löwdin charge analysis, in e, for atoms 1 through 2: C -0.03; B -0.40

No. 4
A molecular structure, C20H24Br40ClFNO2S, computed with ωB97M-V with the def2-TZVPD basis set.

multiplicity	1
HOMO-LUMO gap	5.1	eV
total charge	-1

```
90
Properties=species:S:1:pos:R:3:forces:R:3
C 1.890764 1.301004 -2.237331 -1.01 1.09 0.23
C 1.825420 0.962316 -3.834005 0.92 0.01 0.07
C 1.671774 -0.623156 -4.221195 -0.31 1.12 -2.51
Cl 2.675375 -1.787840 -3.177354 -0.54 1.43 -1.12
C 0.078771 -1.104869 -4.415624 2.43 -1.20 0.61
Br -0.374482 -0.391738 -6.277173 -0.02 -0.21 1.55
C 0.121777 -2.728468 -4.584530 1.18 -7.46 -3.26
O -0.643511 -3.634286 -3.973429 2.93 5.62 -1.56
O 1.081532 -3.280019 -5.599044 -4.32 4.17 4.90
N -0.766684 -0.545697 -3.328343 -2.79 0.24 -1.68
S -0.497281 -1.203161 -1.747572 -2.62 2.89 -1.61
C -2.242117 -0.516703 -3.568722 -2.30 1.06 0.97
C -2.820259 0.958823 -4.107257 -0.32 -1.27 -0.93
F -2.808481 -1.598638 -4.400069 1.29 2.28 1.46
H 2.795021 2.035022 -1.993799 -1.85 -1.68 -0.54
H 0.888508 1.895437 -1.977869 2.14 -1.22 -0.38
H 1.908756 0.378828 -1.519565 0.19 1.65 -1.59
H 2.861925 1.331710 -4.297305 -2.82 -0.83 0.88
H 0.970128 1.559336 -4.378855 1.57 -1.33 1.18
H 2.126843 -0.724494 -5.321737 -1.04 -0.18 2.67
H -1.351792 -0.508664 -0.832240 1.10 -0.31 -1.44
H -2.756877 -0.639631 -2.496634 1.11 -0.05 -2.50
H -2.109061 1.842733 -3.819875 -1.42 -1.85 -0.46
H -2.907201 0.845601 -5.270757 0.30 0.50 2.18
H -3.934481 1.111728 -3.708104 2.57 -0.30 -0.64
C 6.466879 1.691807 -4.108035 0.08 -0.44 -0.09
Br 6.201645 2.891519 -5.616234 0.03 -0.19 0.34
Br 6.766614 2.666839 -2.451512 -0.10 -0.15 -0.34
Br 5.014671 0.408457 -3.939868 1.10 0.22 0.12
H 7.377785 1.119134 -4.311307 -0.38 0.34 0.10
C -1.160379 5.322009 -3.710558 0.05 0.29 0.07
Br -2.300047 4.790825 -5.194917 0.30 0.07 0.38
Br -1.543990 4.298624 -2.101173 0.02 0.32 -0.78
Br 0.725190 5.247897 -4.183120 -0.47 -0.06 0.13
H -1.393181 6.368400 -3.487189 0.12 -0.47 -0.10
C 1.779703 -3.712653 0.537393 0.27 -0.59 0.47
Br 0.861012 -2.694058 -0.842024 2.38 -3.17 3.21
Br 2.771105 -5.211080 -0.208555 -0.02 0.08 0.19
Br 2.907124 -2.578395 1.644893 -0.12 -0.23 -0.12
H 1.008650 -4.133202 1.191336 0.56 0.12 -0.05
C 0.279703 6.674847 1.212393 -0.07 -0.24 0.13
Br -0.638988 7.693442 -0.167024 0.25 -0.18 0.30
Br 1.271105 5.176420 0.466445 -0.24 0.43 0.19
Br 1.407124 7.809105 2.319893 -0.23 -0.25 -0.34
H -0.491350 6.254298 1.866336 0.33 0.21 -0.26
C 5.269531 -2.705820 5.336161 0.28 -0.03 -0.05
Br 5.353937 -1.320102 3.973450 -0.01 -0.28 0.38
Br 3.820121 -2.394815 6.595956 0.27 -0.08 -0.31
Br 5.179981 -4.485001 4.554707 -0.06 0.50 0.25
H 6.204024 -2.652816 5.904437 -0.45 0.00 -0.25
C -0.620297 6.631513 6.305726 -0.13 -0.17 0.12
Br -1.538988 7.650109 4.926309 0.23 -0.23 0.32
Br 0.371105 5.133087 5.559779 -0.24 0.44 0.13
Br 0.507124 7.765772 7.413227 -0.25 -0.26 -0.33
H -1.391350 6.210965 6.959669 0.36 0.21 -0.31
C 2.524640 -7.530389 2.865173 0.00 0.20 -0.20
Br 2.434085 -9.168458 1.819776 -0.01 0.41 0.30
Br 0.756616 -6.803781 3.226737 0.48 -0.24 -0.05
Br 3.556579 -7.769123 4.496823 -0.28 -0.04 -0.31
H 3.055673 -6.791348 2.256201 -0.25 -0.29 0.21
C -3.889977 1.499448 0.846923 -0.25 0.08 0.14
Br -2.288388 2.496531 0.372518 -0.33 -0.48 0.40
Br -5.142273 1.392258 -0.637955 0.48 -0.08 0.25
Br -3.462923 -0.258563 1.561902 -0.05 0.42 -0.26
H -4.388845 2.057227 1.646322 0.22 -0.23 -0.35
C -2.432317 -6.493441 0.577196 0.11 0.09 -0.33
Br -1.057054 -5.185548 0.150122 -0.83 -0.53 -0.04
Br -1.787376 -8.316781 0.367253 -0.14 0.43 0.12
Br -3.193243 -6.193601 2.342207 0.10 -0.09 -0.34
H -3.241376 -6.354995 -0.147567 0.36 -0.06 0.35
C -7.863844 0.116643 -4.113397 -0.25 -0.14 -0.02
Br -7.272579 -1.322935 -2.946203 -0.07 0.43 -0.32
Br -7.200096 1.847000 -3.521872 -0.11 -0.38 -0.14
Br -7.418620 -0.231539 -5.974773 -0.04 0.11 0.53
H -8.956228 0.153606 -4.047401 0.52 0.01 -0.03
C -0.811724 -5.779331 7.174297 -0.08 0.21 0.18
Br 0.789865 -4.782249 6.699892 -0.37 -0.29 0.08
Br -2.064020 -5.886522 5.689419 0.42 -0.01 0.38
Br -0.384670 -7.537342 7.889277 -0.08 0.40 -0.23
H -1.310592 -5.221553 7.973696 0.24 -0.28 -0.37
C -7.711724 3.501919 1.718047 -0.14 0.11 0.15
Br -6.110135 4.499001 1.243642 -0.36 -0.20 0.12
Br -8.964020 3.394728 0.233169 0.40 -0.02 0.33
Br -7.284670 1.743908 2.433027 -0.11 0.41 -0.14
H -8.210592 4.059697 2.517446 0.24 -0.27 -0.38
C 8.316501 2.093680 3.977083 0.12 0.19 -0.08
Br 7.163879 2.500843 5.490359 0.26 -0.16 -0.38
Br 9.334197 0.460233 4.261228 -0.30 0.37 -0.06
Br 7.325097 2.046954 2.304029 0.22 -0.06 0.46
H 9.040225 2.911523 3.897200 -0.34 -0.39 0.05
```
Positions in Å, forces in eV/Å.

Results of the Löwdin charge analysis, in e, for atoms 1 through 2: C -0.16; C -0.31

| no. | total energy (Ha) |
| --- | --- |
| 1 | -2162.08051 |
| 2 | -2047.32722 |
| 3 | -7893.44085 |
| 4 | -104900.16849 |